No. 1
{
  "formula": "C16H30N2O24S6",
  "method": "the ωB97M-V functional and the def2-TZVPD basis",
  "smiles": "O=S1(=O)OCCO1.O=S1(=O)OCCO1.O=S1(=O)OCCO1.O=S1(=O)OCCO1.O=S1(=O)OCCO1.O=S1(=O)OCCO1.CC#N.CC#N",
  "total_charge": 0,
  "homo_lumo_gap_ha": 0.393,
  "elements": ["O", "S", "O", "O", "C", "C", "O", "H", "H", "H", "H", "O", "S", "O", "O", "C", "C", "O", "H", "H", "H", "H", "O", "S", "O", "O", "C", "C", "O", "H", "H", "H", "H", "O", "S", "O", "O", "C", "C", "O", "H", "H", "H", "H", "O", "S", "O", "O", "C", "C", "O", "H", "H", "H", "H", "O", "S", "O", "O", "C", "C", "O", "H", "H", "H", "H", "C", "C", "N", "H", "H", "H", "C", "C", "N", "H", "H", "H"],
  "positions_angstrom": [[13.989, 9.061, 11.263], [14.513, 9.783, 10.094], [15.065, 11.094, 10.391], [15.635, 8.885, 9.257], [15.000, 7.893, 8.591], [13.592, 8.457, 8.129], [13.388, 9.693, 8.892], [15.524, 7.630, 7.672], [14.944, 7.040, 9.268], [12.735, 7.788, 8.197], [13.644, 8.931, 7.148], [16.481, 16.529, 13.248], [15.763, 17.724, 13.713], [14.326, 17.660, 14.033], [16.609, 18.605, 14.828], [16.688, 20.026, 14.574], [16.037, 20.237, 13.201], [16.009, 18.972, 12.614], [16.101, 20.599, 15.291], [17.685, 20.466, 14.613], [16.689, 20.817, 12.548], [15.055, 20.708, 13.246], [7.419, 19.392, 7.379], [7.642, 18.025, 7.830], [6.776, 17.585, 8.933], [7.812, 16.847, 6.623], [9.156, 16.665, 6.264], [10.010, 17.013, 7.542], [9.206, 17.922, 8.311], [9.285, 15.611, 6.018], [9.269, 17.260, 5.358], [10.911, 17.551, 7.248], [10.345, 16.299, 8.295], [8.906, 13.090, 11.016], [8.769, 14.485, 10.753], [8.346, 15.042, 9.458], [7.944, 15.307, 11.963], [8.382, 16.627, 12.112], [9.833, 16.652, 11.608], [10.112, 15.340, 11.196], [7.712, 17.131, 11.416], [8.264, 17.150, 13.061], [10.577, 16.774, 12.396], [9.934, 17.362, 10.788], [12.852, 15.359, 8.610], [13.087, 15.932, 9.919], [12.449, 17.177, 10.373], [13.012, 14.736, 11.027], [14.246, 14.270, 11.475], [15.317, 14.789, 10.503], [14.757, 16.012, 10.146], [14.361, 14.687, 12.476], [14.228, 13.184, 11.569], [15.535, 14.095, 9.692], [16.236, 15.008, 11.048], [18.131, 19.733, 7.214], [17.754, 19.221, 8.550], [18.805, 18.517, 9.319], [17.022, 20.487, 9.363], [15.704, 20.544, 9.108], [15.282, 19.123, 8.845], [16.398, 18.324, 8.561], [15.204, 21.047, 9.936], [15.548, 21.121, 8.196], [14.672, 19.076, 7.942], [14.762, 18.628, 9.664], [15.344, 14.234, 15.350], [16.233, 13.423, 14.485], [16.950, 12.823, 13.800], [14.810, 13.471, 15.918], [14.601, 14.826, 14.816], [15.849, 14.875, 16.073], [19.318, 14.631, 7.269], [18.377, 13.772, 7.921], [17.666, 13.109, 8.464], [19.155, 15.666, 7.571], [19.241, 14.652, 6.182], [20.327, 14.351, 7.572]],
  "mulliken_charge": [-0.60, 1.03, -0.38, -0.32, -0.31, -0.33, -0.28, 0.29, 0.32, 0.28, 0.27, -0.47, 1.07, -0.53, -0.41, -0.29, -0.36, -0.20, 0.30, 0.29, 0.24, 0.29, -0.56, 1.10, -0.53, -0.35, -0.30, 0.05, -0.27, 0.29, 0.31, 0.30, -0.07, -0.54, 0.95, -0.47, -0.41, -0.25, -0.25, -0.06, 0.19, 0.32, 0.39, 0.13, -0.62, 1.28, -0.48, -0.49, 0.46, -0.31, -0.23, -0.28, 0.16, 0.14, 0.40, -0.57, 1.10, -0.54, -0.36, -0.20, -0.02, -0.14, 0.29, 0.28, 0.23, -0.02, -0.76, 0.47, -0.46, 0.32, 0.20, 0.30, -0.71, 0.35, -0.29, 0.11, 0.28, 0.27]
}

No. 2
{
  "formula": "C8H6Cl3NO3",
  "method": "the ωB97M-V functional and the def2-TZVPD basis",
  "relative_energy_kcal_mol": 53.5,
  "smiles": "O=[N+]([O-])C(=C(Cl)Cl)c1ccccc1.OCl",
  "total_charge": 0,
  "homo_lumo_gap_ha": 0.313,
  "elements": ["O", "N", "O", "C", "C", "Cl", "Cl", "C", "C", "C", "C", "C", "C", "H", "H", "H", "H", "H", "O", "Cl", "H"],
  "positions_angstrom": [[-3.953, -1.371, -1.404], [-2.756, -1.466, -1.215], [-1.863, -1.729, -1.982], [-2.244, -1.059, 0.100], [-3.006, -1.302, 1.179], [-4.457, -2.139, 1.127], [-2.673, -0.669, 2.747], [-0.901, -0.450, -0.064], [0.021, -0.876, 0.890], [1.261, -0.261, 1.000], [1.514, 0.825, 0.185], [0.589, 1.282, -0.748], [-0.590, 0.593, -0.908], [-0.356, -1.561, 1.665], [2.027, -0.704, 1.695], [2.643, 1.023, 0.262], [0.844, 2.081, -1.518], [-1.372, 0.949, -1.537], [-4.678, 1.012, -0.417], [-3.993, 2.362, -1.166], [-4.761, 0.314, -1.133]],
  "mulliken_charge": [-0.71, 1.04, -0.57, -0.22, 0.41, -0.13, -0.12, 0.82, -0.34, -0.58, -0.27, -0.64, -0.21, 0.35, 0.32, 0.23, 0.29, 0.32, -0.40, -0.01, 0.40]
}

No. 3
{
  "formula": "C3H8N2O",
  "method": "the ωB97M-V functional and the def2-TZVPD basis",
  "relative_energy_kcal_mol": 45.5,
  "smiles": "[H]/N=C(\\N)OCC",
  "total_charge": 0,
  "homo_lumo_gap_ha": 0.374,
  "elements": ["H", "N", "C", "N", "O", "C", "C", "H", "H", "H", "H", "H", "H", "H"],
  "positions_angstrom": [[2.294, 1.525, -0.158], [1.318, 1.213, 0.019], [1.338, -0.003, -0.059], [2.375, -0.762, 0.080], [0.083, -0.664, -0.097], [-0.986, 0.281, 0.065], [-2.359, -0.233, -0.019], [3.262, -0.283, -0.209], [2.209, -1.733, 0.078], [-0.712, 0.677, 1.077], [-0.724, 1.043, -0.724], [-2.538, -0.932, -0.844], [-2.514, -0.780, 0.937], [-3.047, 0.651, -0.146]],
  "mulliken_charge": [0.15, -0.64, 0.59, -0.40, -0.41, -0.15, -1.03, 0.23, 0.23, 0.27, 0.29, 0.30, 0.27, 0.30]
}

No. 4
{
  "formula": "C7H5NNiO4",
  "method": "the ωB97M-V functional and the def2-TZVPD basis",
  "relative_energy_kcal_mol": 0.0,
  "spin_multiplicity": 3,
  "total_charge": 2,
  "homo_lumo_gap_ha": [0.374, 0.287],
  "elements": ["O", "C", "Ni", "O", "C", "C", "O", "C", "O", "C", "C", "C", "N", "H", "H", "H", "H", "H"],
  "positions_angstrom": [[-0.273, -2.888, -2.267], [-0.151, -1.828, -1.785], [-0.010, 0.016, -1.874], [-1.920, 0.001, -4.294], [-1.175, -0.015, -3.430], [1.721, -0.071, -2.515], [2.783, -0.020, -2.998], [-0.249, 1.831, -1.932], [-0.250, 2.973, -2.089], [-0.580, -0.362, 3.414], [0.448, 0.340, 2.487], [0.149, 0.198, 1.061], [0.042, 0.085, -0.116], [-1.605, 0.022, 3.258], [-0.292, -0.183, 4.453], [-0.592, -1.443, 3.216], [0.504, 1.414, 2.726], [1.451, -0.071, 2.686]],
  "lowdin_spin": [0.02, 0.10, 1.51, 0.01, 0.07, 0.05, 0.00, 0.08, 0.01, 0.00, 0.01, 0.04, 0.10, 0.00, 0.00, 0.00, 0.00, 0.00]
}